Entry 1:
18
Properties=species:S:1:pos:R:3:forces:R:3 method="wB97M-V/def2-TZVPD" e_homo_ev=-8.999 lumo_energy_ha=0.0276 de_lowest_kcal_mol=71.2 smiles=SC[C@H]1C[C@@H](CCl)N1
C -1.6992 0.7097 0.3944 -1.21 -1.76 -2.34
C -0.4137 0.0005 1.0678 -0.87 0.69 -1.96
C 0.0832 -1.1219 0.1565 -0.49 -0.22 -2.27
C 1.4874 -0.3164 -0.0062 -1.64 0.42 1.74
C 1.7835 0.0565 -1.4042 -1.29 0.19 -2.70
H -3.5551 -1.2061 0.4769 0.66 2.30 0.81
H -1.5707 1.7137 0.6198 -0.53 2.14 0.82
H -1.9792 0.7576 -0.8132 1.63 -0.62 2.93
H -0.7960 -0.1972 2.0238 -0.16 -0.56 1.58
H 0.0518 -2.2283 0.4279 0.23 1.68 -0.15
H -0.6238 -0.9062 -0.7858 2.13 -1.31 1.50
H 2.4253 -0.6993 0.2880 0.76 -1.22 1.31
H 2.2536 -0.7911 -1.9886 -1.41 0.41 0.88
H 0.8840 0.5003 -1.8596 0.02 -0.97 -0.19
H 1.2214 1.6875 1.1268 -1.40 -3.26 -0.37
N 0.9244 0.6069 1.0750 1.30 2.37 -1.43
S -3.3980 0.1218 1.0877 1.09 -1.38 -0.94
Cl 2.9211 1.3121 -1.8870 1.18 1.11 0.78

---

Entry 2:
17
Properties=species:S:1:pos:R:3:forces:R:3 method="wB97M-V/def2-TZVPD" e_homo_ev=-8.633 lumo_energy_ha=0.0408 de_lowest_kcal_mol=44.3 smiles=CCN1C[C@@H]1CF
C 2.6828 -0.3241 0.0360 -1.00 -0.77 -0.09
C 1.1757 -0.6405 -0.2586 0.97 -2.67 1.13
C -0.1844 1.3616 0.7202 1.25 -1.53 -1.33
C -0.9358 0.8863 -0.4487 1.31 -2.09 0.44
C -1.8983 -0.2614 -0.3565 -1.98 0.31 -0.16
H 3.3415 -1.1995 0.1113 -0.31 0.03 -0.61
H 2.9305 0.3556 -0.7527 0.88 0.37 -0.32
H 2.8277 0.1448 1.0059 -0.42 0.42 0.04
H 1.0342 -1.3386 -1.1519 0.34 1.42 0.63
H 0.8254 -1.3043 0.5522 -0.14 0.34 0.06
H -0.2856 0.8471 1.6449 -0.26 -0.24 0.72
H 0.1768 2.3480 0.6991 0.05 1.23 0.50
H -1.0731 1.5541 -1.2429 -0.89 0.95 -0.97
H -2.9514 0.0877 -0.0827 1.33 -0.32 0.01
H -2.0455 -0.7705 -1.3178 0.41 0.11 0.05
N 0.5060 0.5925 -0.3737 -1.37 2.14 -0.20
F -1.4847 -1.2226 0.5551 -0.19 0.29 0.10

---

Entry 3:
18
Properties=species:S:1:pos:R:3:forces:R:3 method="wB97M-V/def2-TZVPD" charge=+1 e_homo_ev=-13.605 lumo_energy_ha=-0.1443 de_lowest_kcal_mol=102.2
C 1.9733 -0.9230 0.5488 -4.39 1.62 -3.13
C 1.2655 -0.1987 -1.2662 0.02 -0.33 0.76
C 0.3181 -0.1970 -0.0472 3.22 -1.77 3.21
C -0.2324 0.9084 0.8336 -1.00 -0.97 -1.51
C -1.4431 1.6014 0.2556 0.11 3.79 -1.33
N 2.4152 -0.8119 -0.6328 0.94 -0.26 0.78
N -0.6153 -1.3730 -0.1070 -3.27 0.77 -1.95
F -2.5438 0.9367 0.6607 -1.49 -1.43 0.01
H 2.1524 -1.5495 1.3771 0.94 -0.32 1.13
H 0.9460 -0.8873 -2.0212 -0.39 -0.21 -0.79
H 1.4804 0.7308 -1.7003 0.25 1.41 -0.66
H -0.4597 0.5461 1.8335 -0.49 -0.52 -0.05
H 0.5356 1.5449 1.0808 1.92 1.90 -0.07
H -1.6099 2.6759 0.5706 0.70 -1.11 0.50
H -1.4995 1.8458 -0.8723 0.44 -1.41 1.25
H -1.6385 -1.1256 0.1754 2.10 -0.43 0.49
H -0.1819 -2.1169 0.4441 -0.83 -0.38 -0.46
H -0.8624 -1.6070 -1.1332 1.22 -0.33 1.82

---

Entry 4:
18
Properties=species:S:1:pos:R:3:forces:R:3 method="wB97M-V/def2-TZVPD" charge=+2 e_homo_ev="-17.066 / -16.859" multiplicity=6 s2=8.767 lumo_energy_ha="-0.3365 / -0.3717" de_lowest_kcal_mol=92.6
C 2.5229 -0.0205 -0.7287 1.01 0.65 -0.40
O 1.5807 -1.0056 -0.3552 -1.61 -0.23 1.86
C 0.3129 -1.0516 -0.9905 -1.13 3.60 -1.24
C -0.4350 -2.1234 -0.3141 -1.02 -0.08 1.78
H 3.2524 -0.5178 -1.3815 0.01 0.44 0.27
H 2.0869 0.8448 -1.2483 -0.18 -0.41 0.10
H 2.9639 0.3423 0.2071 0.29 -0.09 -0.43
H 0.4187 -1.1504 -2.0738 0.12 -0.25 0.03
H -0.0894 -3.1497 -0.4882 -0.16 0.25 -0.22
H -1.5241 -1.9894 -0.3500 0.21 -0.41 -0.30
C -2.0464 2.5112 1.3309 -0.61 -0.99 -1.07
C -1.2705 1.4133 0.7900 -2.84 -0.08 4.08
O -0.6910 0.7163 1.7177 0.83 -0.90 -2.01
Ho 0.2344 -1.4253 1.8795 0.18 1.24 -2.24
H -2.7559 3.0216 0.6779 0.55 0.31 0.04
H -2.3549 2.4042 2.3752 0.78 0.61 -0.06
H -0.3609 0.2334 -1.0139 2.22 -3.84 0.35
H -1.8447 0.9467 -0.0342 1.36 0.19 -0.54

---

Entry 5:
17
Properties=species:S:1:pos:R:3:forces:R:3 method="wB97M-V/def2-TZVPD" e_homo_ev=-8.897 lumo_energy_ha=0.0153 de_lowest_kcal_mol=7.0 smiles="C/N=C(/C)[C@H](C)I"
C 0.1105 0.3183 -0.5385 -0.27 -0.20 3.51
C 0.5499 -0.5981 -1.5962 1.81 -1.60 0.85
C -0.9505 -1.9017 0.5086 -0.36 1.68 0.07
C 0.4213 2.5844 0.4752 -0.72 -2.03 1.92
C -0.9012 -0.3293 0.5259 0.13 -1.56 -3.30
N 0.6243 1.4584 -0.4840 1.06 2.22 0.40
I -2.8987 0.1885 -0.0583 -0.45 0.52 -0.20
H 1.5216 -0.2448 -2.0167 -1.27 -0.07 -0.19
H -0.3307 -0.5658 -2.1803 -0.47 -0.65 -1.86
H 0.7498 -1.6604 -1.2028 -0.50 1.64 -0.74
H -1.3035 -2.1912 -0.4652 -0.86 -0.33 -0.12
H 0.0057 -2.3432 0.4911 1.45 -0.38 0.80
H -1.5549 -2.2562 1.3518 0.08 -0.08 -0.49
H -0.3516 3.2124 0.1135 -0.70 0.72 -0.80
H 1.3015 3.2667 0.7085 -0.74 -1.50 -0.63
H -0.0622 2.2053 1.4687 1.14 0.59 -1.28
H -0.8921 0.0382 1.4854 0.68 1.03 2.05

---

Entry 6:
18
Properties=species:S:1:pos:R:3:forces:R:3 method="wB97M-V/def2-TZVPD" charge=+1 e_homo_ev="-11.457 / -13.108" multiplicity=2 s2=0.765 lumo_energy_ha="-0.1983 / -0.2013"
C 0.7425 2.5328 0.4702 0.84 0.25 0.18
O -0.4819 1.8444 0.2340 -0.20 -1.77 0.52
C -0.6901 0.6712 0.8848 -1.24 1.81 -0.12
C -1.9949 0.1644 0.6651 0.73 -1.11 -0.68
H 0.7054 3.4388 -0.1416 -0.04 -0.13 0.42
H 0.8447 2.7353 1.5441 0.01 0.22 -0.38
H 1.5902 1.9238 0.1292 -0.24 0.00 0.08
H -0.0801 0.4262 1.7569 0.25 -0.08 -0.52
H -2.8400 0.8596 0.7157 0.37 -0.09 -0.21
H -2.1560 -0.8766 0.9690 -0.16 0.59 0.45
C 0.7911 -2.8340 -0.6722 0.03 0.85 0.50
C 0.9717 -1.4106 -0.9965 -0.74 0.12 0.90
O 0.0503 -0.9699 -1.8817 -1.09 0.91 -0.35
Mg -1.5829 -0.0590 -1.5232 1.26 -0.59 0.37
H 1.6552 -3.4697 -0.4730 -0.47 0.11 0.07
H -0.2452 -3.1710 -0.5761 0.54 -0.23 -0.09
H 2.0143 -1.2034 -1.3093 -0.46 0.45 0.53
H 0.7057 -0.6024 0.2046 0.61 -1.31 -1.68

---

Entry 7:
16
Properties=species:S:1:pos:R:3:forces:R:3 method="wB97M-V/def2-TZVPD" charge=+1 e_homo_ev=-15.974 lumo_energy_ha=-0.1553 de_lowest_kcal_mol=16.1 smiles="C[N+]1=CCCC1"
C 0.6365 -1.2685 -0.8882 0.49 -2.12 0.73
C 1.1349 0.0153 -0.4096 3.10 0.97 -2.52
C -0.9806 -0.2207 0.3379 -0.96 -0.04 -0.05
C -0.9196 -1.1972 -0.8652 2.65 2.14 1.77
C 0.4614 1.7749 0.9922 0.35 2.97 3.31
N 0.2679 0.6154 0.2640 -1.50 -1.50 -0.58
H 1.1031 -1.7511 -1.7285 0.23 0.30 -0.51
H 1.0560 -1.8488 -0.0077 -0.68 -0.28 -0.61
H 2.1890 0.5103 -0.6132 -2.21 -1.30 0.62
H -1.8549 0.4366 0.2604 0.26 -0.15 0.67
H -0.9318 -0.8766 1.2607 -0.19 1.24 -0.68
H -1.4460 -2.0237 -0.4930 -0.44 -1.63 -0.36
H -1.2560 -0.7918 -1.7939 -0.55 0.20 -0.46
H 1.2358 1.6542 1.7808 0.23 -0.08 -0.96
H 0.6536 2.7425 0.4454 -0.44 -1.31 0.26
H -0.3749 1.8527 1.6944 -0.35 0.59 -0.63

---

Entry 8:
16
Properties=species:S:1:pos:R:3:forces:R:3 method="wB97M-V/def2-TZVPD" charge=+1 e_homo_ev=-14.730 lumo_energy_ha=-0.1982 de_lowest_kcal_mol=24.6 smiles="C=[NH+]C(=C)CC"
C -1.7386 -0.3213 0.6474 -1.32 0.40 0.58
C -0.3441 0.1747 1.0542 0.06 0.26 -0.35
C 0.7162 -0.3088 0.1063 -0.57 0.19 0.58
C 1.5226 -1.3346 0.3046 0.62 -0.50 -0.42
C 0.4389 1.5047 -1.4914 0.16 0.33 -0.22
N 0.7397 0.3089 -1.1952 0.59 -0.70 0.05
H -1.8064 -1.1057 -0.0989 0.36 -0.13 -0.04
H -2.3073 -0.6510 1.5226 0.42 -0.36 0.02
H -2.3990 0.4915 0.3344 0.36 0.13 -0.45
H -0.3860 1.2657 1.0855 0.24 -0.03 0.21
H -0.0852 -0.1595 2.0521 0.10 -0.06 0.06
H 1.6487 -1.8166 1.2594 -0.40 0.06 0.24
H 2.1356 -1.7907 -0.4708 0.00 0.38 -0.08
H 0.5179 1.8521 -2.5184 0.06 -0.13 0.15
H 0.1819 2.1938 -0.7006 -0.39 -0.03 0.00
H 1.1651 -0.3032 -1.8913 -0.31 0.19 -0.32

---

Entry 9:
16
Properties=species:S:1:pos:R:3:forces:R:3 method="wB97M-V/def2-TZVPD" charge=+1 e_homo_ev=-14.014 lumo_energy_ha=-0.1956 de_lowest_kcal_mol=46.8
C 0.5902 0.4301 -1.1581 -0.18 0.09 0.34
C 1.3625 0.2936 -2.2144 0.11 -0.13 -0.29
C -1.6529 -0.0688 -0.3649 -0.32 0.09 0.19
N -0.7999 0.1283 -1.2872 0.00 -0.02 -0.34
H 0.8898 0.7468 -0.1705 0.04 -0.15 0.02
H 0.9537 0.0027 -3.1759 0.06 -0.04 0.00
H 2.4310 0.4296 -2.1547 0.01 0.18 0.04
H -2.6667 -0.3177 -0.6496 -0.01 0.00 -0.03
H -1.3781 -0.0001 0.6824 0.19 0.07 -0.17
H -1.1221 0.0278 -2.2489 0.02 -0.03 0.02
C 0.3983 0.2469 2.4835 0.11 -0.32 0.36
C 0.0949 -1.0375 2.3353 -0.05 0.44 -0.05
H -0.3611 0.9720 2.7518 0.06 0.08 0.07
H 1.4296 0.5763 2.4720 -0.02 0.16 -0.23
H -0.9291 -1.3557 2.4938 0.04 -0.28 -0.10
H 0.8457 -1.7688 2.0682 -0.06 -0.14 0.17

---

Entry 10:
16
Properties=species:S:1:pos:R:3:forces:R:3 method="wB97M-V/def2-TZVPD" charge=+1 e_homo_ev=-14.361 lumo_energy_ha=-0.1943 de_lowest_kcal_mol=21.5 smiles="C=[NH+]/C=C/CC"
C 1.1224 -2.3241 -1.0943 0.04 0.08 0.11
C 0.9019 -1.3288 0.0596 0.26 0.17 -0.50
C -0.1306 -0.2740 -0.2062 -0.02 -0.32 -0.06
C -0.3043 0.7652 0.5958 0.03 -0.05 0.38
N -1.2669 1.7738 0.3446 0.51 -0.02 -0.49
C -1.3206 2.9055 0.9223 -0.46 0.36 0.27
H 2.1857 -2.4776 -1.2526 0.04 -0.06 -0.05
H 0.6928 -2.0023 -2.0450 0.02 0.11 0.10
H 0.6881 -3.2860 -0.8407 -0.07 -0.09 -0.09
H 1.8226 -0.7814 0.2812 0.06 -0.19 0.05
H 0.6583 -1.8968 0.9528 -0.16 0.14 0.26
H -0.7036 -0.3696 -1.1217 -0.24 0.02 -0.02
H 0.2766 0.9137 1.4955 -0.03 0.11 0.04
H -1.8915 1.6099 -0.4433 -0.09 -0.07 0.11
H -0.6453 3.1628 1.7307 0.05 -0.19 -0.08
H -2.0857 3.6095 0.6214 0.04 0.00 -0.04

---

Entry 11:
16
Properties=species:S:1:pos:R:3:forces:R:3 method="wB97M-V/def2-TZVPD" charge=+1 e_homo_ev=-13.603 lumo_energy_ha=-0.1857 de_lowest_kcal_mol=41.6 smiles="C=[NH+]C/C=C/C"
C -0.2304 -0.0002 -0.1710 -1.34 1.67 0.69
C 0.9485 0.9715 0.0086 -1.16 0.34 -0.35
C -1.4910 0.3519 0.2150 1.74 0.07 0.11
C -2.7709 -0.4304 -0.0187 0.26 1.45 -0.59
C 2.3994 -0.9373 0.2488 2.26 1.90 -0.98
N 2.2154 0.2733 -0.0557 2.25 1.61 -2.31
H 2.9293 0.8819 -0.6398 -1.12 -1.99 2.01
H -0.0064 -0.7982 -0.8545 -0.20 -0.56 -0.12
H 1.0102 1.5882 -0.9260 -0.35 0.17 1.16
H 0.9840 1.5582 0.9749 -0.45 -0.32 -1.28
H -2.8810 -0.8963 -0.9718 0.51 0.09 -1.20
H -3.6660 0.1624 0.0936 -0.05 0.44 0.22
H -2.9006 -1.2722 0.5827 0.18 -1.17 1.76
H -1.4863 1.3381 0.7695 -0.61 -1.31 -0.44
H 1.5936 -1.4044 0.6260 -2.54 -1.98 1.48
H 3.3523 -1.3864 0.1184 0.64 -0.41 -0.14

---

Entry 12:
16
Properties=species:S:1:pos:R:3:forces:R:3 method="wB97M-V/def2-TZVPD" charge=+1 e_homo_ev="-13.028 / -14.353" lumo_energy_ha="-0.2336 / -0.1605" de_lowest_kcal_mol=158.5
C -2.2550 0.0020 0.0621 -0.48 -1.02 0.95
C -1.8091 0.8311 0.9816 0.81 -1.14 -2.22
C 1.2779 -1.4506 -0.0528 -0.85 1.36 -1.86
C 0.7621 1.7619 -1.3160 -2.46 0.46 1.07
C 0.1612 -0.8475 0.7514 0.03 -1.60 0.32
N -0.8256 0.0528 0.2135 -1.61 1.44 -1.16
H -3.0829 -0.6739 -0.3390 1.48 1.29 0.30
H -1.7303 1.6771 1.6244 -0.26 0.15 0.52
H 2.0222 -0.7490 -0.3726 -0.04 0.89 -0.65
H 1.8640 -1.9704 0.5998 1.17 -1.94 2.11
H 1.0309 -2.1038 -0.8691 -0.43 -0.18 -0.32
H 0.3426 1.5827 -2.2365 -1.03 -0.24 -1.95
H 0.2953 2.4302 -0.6400 -0.12 0.60 0.39
H 1.6629 1.3591 -1.1424 3.15 -1.17 0.82
H 0.6138 -0.2312 1.4525 1.02 0.90 1.72
H -0.3299 -1.6704 1.2831 -0.38 0.20 -0.04

---

Entry 13:
16
Properties=species:S:1:pos:R:3:forces:R:3 method="wB97M-V/def2-TZVPD" charge=+1 e_homo_ev="-14.053 / -13.550" lumo_energy_ha="-0.1800 / -0.1886" de_lowest_kcal_mol=85.8
C -1.6184 -0.8320 -0.1900 -0.47 -0.11 -0.04
C -0.4032 -1.3873 0.5863 -0.78 2.72 -1.96
C -0.6444 0.3171 -0.4676 0.04 -3.71 1.55
C -0.5680 1.6540 0.0996 0.35 0.67 0.28
C 1.8573 -0.2673 -0.0578 0.87 0.16 0.23
N 0.5019 -0.6836 -0.4177 0.24 -0.01 -0.23
H -1.8767 -1.4307 -1.0625 0.04 0.03 -0.03
H -2.5149 -0.6011 0.3795 0.02 0.06 0.00
H -0.2496 -1.1024 1.6149 0.32 0.16 0.18
H -1.5692 2.0817 0.1340 0.04 -0.01 -0.06
H 0.0638 2.2806 -0.5350 -0.10 0.08 -0.06
H -0.1396 1.7149 1.1041 -0.07 -0.10 0.03
H 2.3944 -1.1138 0.3712 -0.13 0.01 -0.06
H 2.3917 0.0655 -0.9461 -0.12 0.02 -0.01
H 1.8397 0.5431 0.6683 -0.16 -0.10 -0.01
H 0.5351 -1.2387 -1.2812 -0.09 0.15 0.21

---

Entry 14:
16
Properties=species:S:1:pos:R:3:forces:R:3 method="wB97M-V/def2-TZVPD" charge=+1 e_homo_ev="-10.376 / -14.874" multiplicity=3 s2=2.005 lumo_energy_ha="-0.1327 / -0.2510" de_lowest_kcal_mol=59.2
C -2.2638 0.2482 -0.2657 -3.07 2.45 2.69
C 1.1957 -1.3465 1.0066 0.57 -2.67 7.40
C -1.2330 -0.4240 -0.6092 4.55 0.37 -1.51
C 1.1913 -1.0432 -0.2980 -0.38 3.80 -7.67
C 0.3910 0.1584 -0.6471 -2.54 -2.25 -0.12
N 0.5760 1.3981 0.1748 0.12 -1.32 1.82
H -3.3567 0.0084 -0.0523 1.63 -0.32 -1.14
H -2.0846 1.2566 0.1569 -0.11 -0.36 -0.12
H 1.7304 -2.1536 1.4363 0.30 -0.70 0.17
H 0.6940 -0.7575 1.7224 -0.49 0.65 0.73
H -1.1168 -1.3035 -1.1893 -0.67 -1.14 0.08
H 1.8425 -1.3762 -1.0896 0.29 -0.35 0.28
H 0.5997 0.4503 -1.6304 0.08 0.46 -1.52
H 0.4412 1.1458 1.1690 -0.26 0.12 -0.29
H -0.1740 2.0509 -0.0581 0.63 0.59 -0.16
H 1.5671 1.6876 0.1738 -0.66 0.68 -0.67